Below is one molecule with the formula C4H7NO at a distorted geometry, with properties calculated with ωB97M-V/def2-TZVPD.

Kohn-Sham gap	9.6	eV
F_max	1.50	eV/Å
SMILES	C=CC(=O)CN
HOMO level	-9.350	eV
ΔE to the lowest compared entry with this formula, charge and spin	39.6	kcal per mole
charge	0

The geometry in XYZ format:
```
13
Properties=species:S:1:pos:R:3:lowdin_charge:R:1
C 0.307 0.788 -0.757 -0.22
N 0.796 1.735 0.234 -0.01
C 0.298 -1.933 0.558 0.06
H 0.354 -2.833 1.166 0.06
O -2.067 0.651 -0.186 0.06
H 0.036 2.360 0.508 0.08
H 1.093 0.101 -1.072 0.09
H 1.184 -1.690 -0.014 0.06
H 1.593 2.265 -0.111 0.07
C -0.990 0.062 -0.182 -0.37
H -1.737 -1.573 1.030 0.11
C -0.854 -1.242 0.491 -0.09
H -0.013 1.309 -1.665 0.10
```